The following is a quantum chemistry calculation of a structure of composition C37H30AsNO5PS5W in a non-equilibrium geometry, from the OMol25 dataset.

```
81
Properties=species:S:1:pos:R:3
W -1.64985 -0.79775 2.07585
O -3.48819 4.92130 3.34495
C -3.16375 3.65697 3.08058
C -3.92658 2.82149 2.25821
C -3.47222 1.54527 2.03102
N -2.33990 1.08530 2.56502
C -1.61901 1.87045 3.38048
C -1.99243 3.15703 3.66505
C -0.38164 1.14940 3.86259
O 0.47604 1.65553 4.51688
O -0.39991 -0.11260 3.42056
C -4.14944 0.49068 1.19023
O -5.20506 0.65454 0.65453
O -3.42536 -0.62713 1.17601
H -4.30571 5.18483 2.90510
H -4.85441 3.13927 1.79855
H -1.39120 3.77787 4.31571
C -4.46747 -1.12553 4.15833
S -2.82338 -1.90648 4.07878
C -3.22301 -3.44749 3.31559
C -2.61661 -3.88583 2.20090
S -1.40805 -3.01811 1.26685
S -3.07224 -5.48205 1.66893
C -4.21311 -5.82725 2.95011
S -5.04425 -7.21247 3.06482
S -4.34691 -4.52408 4.10926
H -4.30258 -0.07090 4.37364
H -5.02996 -1.57647 4.97153
H -4.98565 -1.25761 3.21220
C -0.26134 -0.80230 -1.36801
C 0.55807 -0.05053 -2.40813
As 1.15534 -1.24650 -3.87272
C 2.25721 -2.40008 -2.72996
C 3.28637 -1.88145 -1.94694
C 4.04424 -2.71907 -1.14336
C 3.77955 -4.08263 -1.11400
C 2.75834 -4.60622 -1.89174
C 1.99987 -3.76667 -2.69788
C 2.61027 -0.12653 -4.54971
C 2.79578 1.21097 -4.21822
C 3.87633 1.91860 -4.72992
C 4.77885 1.29727 -5.57831
C 4.59002 -0.03329 -5.92829
C 3.50971 -0.73688 -5.42219
P -0.42008 0.15954 0.19068
C -1.06964 1.78343 -0.28288
C -2.07307 1.86456 -1.24808
C -2.66752 3.08335 -1.53617
C -2.26976 4.22901 -0.86110
C -1.28290 4.15235 0.11236
C -0.68798 2.93509 0.40683
C 1.31514 0.32523 0.73150
C 1.88183 -0.79453 1.34804
C 3.21259 -0.79328 1.72476
C 3.99718 0.32540 1.48292
C 3.45328 1.42786 0.84396
C 2.11921 1.43039 0.46312
H 0.22928 -1.73593 -1.07523
H -1.26038 -1.06133 -1.72625
H 1.45053 0.37306 -1.94693
H -0.01794 0.76452 -2.84784
H 3.51790 -0.82134 -1.98462
H 4.85005 -2.30784 -0.54842
H 4.37714 -4.73711 -0.49253
H 2.55674 -5.66957 -1.87894
H 1.20555 -4.17505 -3.31223
H 2.09516 1.72158 -3.56825
H 4.00998 2.95971 -4.46386
H 5.62371 1.84829 -5.96965
H 5.28344 -0.52081 -6.60119
H 3.36390 -1.77535 -5.69984
H -2.39990 0.97663 -1.77746
H -3.43892 3.13795 -2.29270
H -2.72522 5.18095 -1.10062
H -0.97024 5.04398 0.64161
H 0.08130 2.88546 1.16707
H 1.28639 -1.68479 1.51528
H 3.63471 -1.66543 2.20562
H 5.03662 0.33417 1.78348
H 4.06793 2.29399 0.63688
H 1.71721 2.29296 -0.05225
```

## Properties
M: 1018.72 g mol⁻¹
Spin multiplicity: 1
Highest occupied orbital energy (alpha / beta): -10.4875 / -10.4876 eV
Net charge: +1
Total energy: -6493.9739 Ha
Lowest unoccupied orbital energy (alpha / beta): -4.64 / -4.64 eV

=====

The following is a quantum chemistry calculation of a cluster of 2 separate species, C3H6N4 in total, from the OMol25 dataset.

```
13
Properties=species:S:1:pos:R:3
C -0.54698 -0.73369 -0.31090
C -0.47294 0.63737 -0.55157
N -1.42971 0.18045 0.58814
C 1.11600 0.06819 0.73178
N -0.65434 -1.97624 -0.49740
N -0.45330 1.74671 -1.15092
N 2.19105 -0.09594 0.12751
H -2.41942 0.19283 0.35424
H -1.21160 0.34050 1.56701
H -0.17236 -2.27658 -1.34021
H 0.04188 1.69086 -2.03664
H 3.03532 -0.04041 0.70355
H 0.97641 0.26595 1.81542
```

## Properties
M: 98.11 g mol⁻¹
Spin multiplicity: 1
Highest occupied orbital energy: -7.4069 eV
Total energy: -336.7258 Ha
Lowest unoccupied orbital energy: 0.74 eV

=====

The following is a quantum chemistry calculation of an isolated molecule of C20H13ClN6OS in a non-equilibrium geometry, from the OMol25 dataset.

```
42
Properties=species:S:1:pos:R:3
O 0.79664 -1.79655 2.97411
C 0.54097 -0.61027 2.75532
C -0.76383 -0.12210 3.20300
C -1.45461 -0.67180 4.20119
C -2.69402 -0.29560 4.61105
C -3.31196 0.64341 3.74006
C -2.54670 1.22557 2.67497
C -1.25452 0.82438 2.40468
N -0.47261 1.42964 1.39006
C 0.77991 1.15489 1.16321
C 1.41936 1.80400 -0.06775
S 1.60879 0.43887 -1.30366
C -0.06374 0.11098 -1.94139
N -0.78972 -1.05471 -1.68678
C -2.04975 -1.31894 -2.20439
N -2.68172 -0.44630 -3.00917
C -2.07451 0.70031 -3.41806
N -2.45923 1.61467 -4.24402
C -1.48681 2.59191 -4.12304
N -0.39546 2.19839 -3.41959
C -0.76844 1.00275 -2.81067
N 1.34486 0.18348 1.97062
C 2.76552 -0.09146 1.91902
C 3.29553 -1.32900 1.48677
C 4.65488 -1.65499 1.63772
C 5.49303 -0.63505 2.09843
C 5.03212 0.60744 2.55618
C 3.63049 0.80877 2.50148
Cl 3.11718 2.42043 3.02600
H -1.17594 -1.61671 4.73932
H -3.14592 -0.71500 5.39705
H -4.39984 0.90795 3.87589
H -2.88125 2.08372 2.08476
H 0.79001 2.54401 -0.49447
H 2.41861 2.13350 0.11638
H -0.45320 -1.72063 -0.98501
H -2.44370 -2.31228 -1.92821
H -1.57188 3.47014 -4.67542
H 2.76933 -2.09724 0.94609
H 4.98314 -2.59667 1.11254
H 6.61219 -0.69263 2.09384
H 5.79793 1.34235 2.79522
```

## Properties
M: 420.88 g mol⁻¹
Spin multiplicity: 1
Highest occupied orbital energy: -8.9185 eV
Total energy: -2032.0485 Ha
SMILES string: O=c1c2ccccc2nc(CSc2[nH]cnc3ncnc2-3)n1-c1ccccc1Cl
Lowest unoccupied orbital energy: -0.52 eV

=====

The following is a quantum chemistry calculation of a structure of composition C15H23N3O3SSe2W, from the OMol25 dataset.

```
48
Properties=species:S:1:pos:R:3
W -0.53444 1.03023 0.26342
O -2.04676 2.35910 1.03758
C -1.80825 3.69063 1.66073
C -0.62096 4.33707 0.97253
C -0.64309 5.86083 1.31956
O 0.54644 6.35926 0.77586
C -0.78424 4.27788 -0.54639
Se -0.29826 2.57012 -1.48116
C 0.73427 3.83666 1.48253
Se 0.82066 1.86054 1.99198
H -2.94272 2.05032 1.25460
H -1.65416 3.52782 2.72911
H -2.71869 4.26509 1.49428
H -0.69561 5.97928 2.40838
H -1.53805 6.31736 0.88080
H 0.65339 7.30322 0.95772
H -0.09556 4.97161 -1.03409
H -1.80507 4.48560 -0.86685
H 0.99021 4.28538 2.44271
H 1.55395 3.97755 0.78118
N 0.62201 -0.31369 -0.50524
C 1.49836 -1.03419 -0.90502
N 2.38947 -1.77583 -1.35007
C 2.18083 -2.76259 -2.49223
C 2.67584 -4.12343 -2.01031
O 4.01175 -4.03035 -1.60424
C 4.17347 -3.22889 -0.46606
C 3.81155 -1.78058 -0.78405
H 2.80638 -2.38577 -3.30207
H 1.13106 -2.74924 -2.77655
H 2.62655 -4.81723 -2.84973
H 2.03736 -4.50436 -1.20262
H 5.22669 -3.25575 -0.18543
H 3.57985 -3.60172 0.37784
H 4.43094 -1.38307 -1.58843
H 3.83882 -1.12977 0.08731
S -2.45239 -0.32959 0.47762
C -2.51051 -2.09675 0.31680
N -3.36368 -2.56766 -0.62698
C -3.68864 -3.86563 -0.73332
C -3.13996 -4.78579 0.14113
C -2.26514 -4.33692 1.11621
C -1.94700 -2.97584 1.20999
H -3.81333 -1.91151 -1.26041
H -4.39365 -4.12636 -1.51279
H -3.41903 -5.82815 0.06304
H -1.84458 -5.03254 1.83248
H -1.31609 -2.61235 2.00865
```

## Properties
M: 667.19 g mol⁻¹
Spin multiplicity: 1
Highest occupied orbital energy (alpha / beta): -20.6922 / -20.6960 eV
Net charge: +4
Total energy: -6241.8899 Ha
Lowest unoccupied orbital energy (alpha / beta): -15.67 / -15.55 eV

=====

The following is a quantum chemistry calculation of an isolated molecule of C3H4O3 in a non-equilibrium geometry, from the OMol25 dataset.

```
10
Properties=species:S:1:pos:R:3
O 1.40675 -0.87062 -0.89715
C 1.26339 -0.37229 0.14778
C 0.24304 0.72532 0.23081
O -1.04728 0.71872 -0.57016
C -1.55072 -0.47052 -0.34633
O -1.08767 -1.48791 0.33108
H 2.26251 -0.43812 0.82305
H 0.81773 1.81339 0.04046
H 0.03024 0.86817 1.30446
H -2.33801 -0.48611 -1.06401
```

## Properties
M: 88.06 g mol⁻¹
Spin multiplicity: 1
Highest occupied orbital energy: -10.1111 eV
Total energy: -342.3388 Ha
SMILES string: O=CCOC=O
Lowest unoccupied orbital energy: 0.68 eV

=====

The following is a quantum chemistry calculation of a cluster of 15 separate species, C21H66O15 in total in a non-equilibrium geometry, from the OMol25 dataset.

```
102
Properties=species:S:1:pos:R:3
C 16.01512 16.29331 12.90088
C 16.30748 14.83658 13.12378
O 17.35506 14.41062 13.58915
C 15.21407 13.89691 12.64256
H 15.09886 16.65642 13.32246
H 16.03394 16.51896 11.81161
H 16.86739 16.81357 13.37799
H 15.36006 12.84022 12.74388
H 15.01077 14.14962 11.59550
H 14.26854 14.15925 13.15296
C 13.50597 11.18163 10.73458
C 12.27695 11.19260 9.89517
O 11.95400 10.20873 9.24035
C 11.57867 12.50461 9.69441
H 13.40455 11.87593 11.56271
H 14.28234 11.54986 10.07351
H 13.72421 10.20324 11.18837
H 11.14023 12.93899 10.59004
H 10.91861 12.44741 8.84870
H 12.37029 13.19195 9.34071
C 11.62537 6.74583 7.56753
C 10.97532 7.93736 6.98591
O 9.82268 8.19424 7.33944
C 11.73647 8.68155 5.93056
H 10.90431 6.29685 8.27139
H 12.53398 7.05764 8.08397
H 11.86206 5.97280 6.80342
H 11.83034 7.98452 5.10364
H 12.74264 8.92595 6.35960
H 11.30203 9.60170 5.60375
C 17.84820 13.29253 9.39879
O 16.60307 13.00023 10.01457
H 18.26760 12.45941 8.81678
H 17.67477 14.19838 8.83578
H 18.68621 13.53051 10.07884
H 16.69766 12.14782 10.47354
C 14.37338 17.24423 8.83543
O 13.79871 16.15839 9.58933
H 14.97170 17.89357 9.48379
H 15.01334 16.85484 8.03881
H 13.62968 17.90788 8.34648
H 14.17403 15.33140 9.27466
C 14.70290 8.32255 13.21490
O 15.24815 9.65679 13.10135
H 14.37538 8.14542 14.25697
H 13.79858 8.16836 12.57391
H 15.52056 7.67504 12.96430
H 14.57223 10.23149 13.50346
C 18.12695 11.23476 12.77197
O 17.16897 10.99265 11.76845
H 18.91950 10.48241 12.72732
H 18.60471 12.16964 12.48677
H 17.68557 11.27464 13.78395
H 16.51572 10.35618 12.09123
C 14.58724 13.39324 7.09970
O 14.77777 13.88606 8.42404
H 14.08475 14.17610 6.52995
H 15.59493 13.24493 6.67851
H 14.05759 12.43416 7.02519
H 15.52242 13.40814 8.84785
C 15.04840 8.47597 9.72572
O 14.27301 8.62875 8.55594
H 15.62406 9.37210 9.94349
H 14.37345 8.23234 10.53299
H 15.74386 7.66589 9.54877
H 13.51870 9.18511 8.74913
C 12.77861 11.73790 14.92990
O 12.80703 10.76493 13.86721
H 13.34596 11.37678 15.76705
H 13.21592 12.71797 14.63049
H 11.79386 11.92092 15.36751
H 11.95604 10.81823 13.38211
C 8.04186 13.32281 13.04761
O 8.62543 12.63795 11.94252
H 7.30784 14.03059 12.63165
H 7.62276 12.60776 13.74310
H 8.82394 13.89152 13.59478
H 8.49816 13.18473 11.15439
C 10.28708 14.98433 7.61108
O 9.21601 14.79631 8.51309
H 10.31573 14.20175 6.84992
H 10.14549 15.95813 7.10746
H 11.26897 15.01162 8.11161
H 8.46313 14.56176 7.98282
C 10.36748 9.23567 11.96726
O 10.70818 10.65447 12.30019
H 10.35901 9.13214 10.89695
H 11.20191 8.65669 12.40040
H 9.44240 8.95176 12.45841
H 9.99866 11.24535 12.02743
C 8.05207 10.61609 8.32052
O 8.39359 10.32452 6.97738
H 8.66020 11.41855 8.71025
H 7.02470 10.99221 8.32964
H 8.08207 9.72943 8.96837
H 8.99496 9.55573 7.00300
C 11.93574 15.31487 12.05164
O 12.77027 16.43717 12.15204
H 11.03467 15.55665 11.42387
H 12.46390 14.40764 11.63108
H 11.57947 15.13123 13.07909
H 13.35403 16.49508 11.39296
```

## Properties
M: 558.74 g mol⁻¹
Spin multiplicity: 1
Highest occupied orbital energy: -9.3069 eV
Total energy: -1968.1469 Ha
Lowest unoccupied orbital energy: 0.55 eV

=====

The following is a quantum chemistry calculation of a structure of composition C28H34BrF7N3O4PdS2Sb in a non-equilibrium geometry, from the OMol25 dataset.

```
81
Properties=species:S:1:pos:R:3
Pd -1.00892 -0.09161 0.36919
C 2.77332 1.38461 2.65522
C 2.64394 -0.12935 2.52490
C 1.33843 -0.63838 3.12474
C 2.86774 -0.70751 1.14724
C 3.49103 -1.92793 1.06183
C 3.81680 -2.49649 -0.17019
C 3.58108 -1.80899 -1.36246
C 2.93141 -0.60122 -1.37523
C 2.77802 0.15722 -2.66969
C 2.42634 -0.74836 -3.84453
C 4.09075 0.90264 -2.95804
C 2.49906 -0.06492 -0.09728
N 1.66330 0.98485 -0.09527
C 1.80926 2.23878 -0.49037
C 3.07648 2.90234 -0.44877
C 3.20308 4.20225 -0.84671
C 2.07945 4.91082 -1.30590
C 0.82878 4.30727 -1.36827
C 0.69988 3.00775 -0.95915
F -0.48667 2.39813 -1.05932
H 2.77762 1.64263 3.71412
H 1.94341 1.91671 2.19729
H 3.70761 1.75647 2.23386
H 3.45853 -0.56101 3.11397
H 0.48881 -0.27178 2.54928
H 1.23850 -0.27658 4.14824
H 1.28610 -1.72535 3.12895
H 3.76464 -2.44668 1.97042
H 4.29177 -3.46642 -0.20417
H 3.91488 -2.25059 -2.29079
H 1.97738 0.89172 -2.56558
H 3.24622 -1.42204 -4.09092
H 2.24496 -0.13553 -4.72586
H 1.53925 -1.34001 -3.64239
H 4.90164 0.19409 -3.12823
H 4.39129 1.55590 -2.14015
H 3.98665 1.51075 -3.85576
H 3.92588 2.33670 -0.08772
H 4.16598 4.68908 -0.81263
H 2.18619 5.93666 -1.62574
H -0.03648 4.82932 -1.75040
C -5.06884 -0.80234 -0.47686
Sb -3.74326 0.80326 -0.18561
C -4.67412 1.78156 1.44733
C -4.12243 2.20555 -1.70985
H -6.07678 -0.40864 -0.34839
H -4.88186 -1.58677 0.25385
H -4.93627 -1.19408 -1.47941
H -5.68626 1.99810 1.11280
H -4.16896 2.71434 1.68027
H -4.72492 1.15018 2.33010
H -5.19248 2.16786 -1.91439
H -3.56490 1.96110 -2.60899
H -3.85762 3.19797 -1.34691
Br -1.15356 2.29491 2.06012
C -1.90422 0.84133 3.01922
C -2.32194 0.97674 4.32575
C -2.84115 -0.16061 4.93310
C -2.90773 -1.35071 4.22019
C -2.45331 -1.37712 2.91470
N -1.96344 -0.28497 2.31660
H -2.24459 1.92005 4.84479
H -3.18868 -0.11216 5.95639
H -3.29976 -2.25135 4.66784
H -2.47663 -2.27630 2.31629
F -2.32460 -2.06391 -4.55816
C -1.53246 -2.52778 -3.61603
F -0.29866 -2.61728 -4.06983
F -1.96489 -3.70001 -3.19818
S -1.59836 -1.28903 -2.17128
O -0.34948 -0.55476 -2.06290
O -2.78431 -0.52587 -2.44883
N -1.83825 -2.10071 -0.77022
S -0.54978 -3.04937 -0.33855
O 0.09235 -2.46044 0.81320
O 0.24720 -3.45517 -1.45225
C -1.39754 -4.57689 0.27784
F -0.44665 -5.44369 0.59182
F -2.18201 -5.08107 -0.65503
F -2.12224 -4.30783 1.36172
```

## Properties
M: 981.80 g mol⁻¹
Spin multiplicity: 5
Highest occupied orbital energy (alpha / beta): -13.7427 / -14.7314 eV
Net charge: +2
Total energy: -5989.4920 Ha
⟨S²⟩: 6.07
Lowest unoccupied orbital energy (alpha / beta): -5.28 / -8.38 eV